(1)
Computed, not measured: C42H43N2O4S2Ti as an isolated structure, with ωB97M-V/def2-TZVPD.

Geometry (Å):
Ti -0.2734 0.0974 -0.0669
C -0.0107 -2.4360 -3.5516
C 0.6181 -2.2291 -2.1973
C 1.7176 -1.3718 -2.0795
C 2.0736 -0.4249 -3.1935
C 2.5182 -1.3914 -0.9281
C 3.7519 -0.5286 -0.9416
C 2.2060 -2.2723 0.1118
C 3.0814 -2.4631 1.3182
C 1.0046 -2.9987 0.0627
C 0.6610 -3.8836 1.2310
C 0.1836 -2.9416 -1.0694
C -1.1455 -3.6597 -1.0966
H -0.5182 -1.5399 -3.8984
H -0.7208 -3.2553 -3.5435
H 0.7675 -2.6892 -4.2723
H 1.5279 -0.6426 -4.1021
H 3.1357 -0.4685 -3.4196
H 1.8266 0.5975 -2.8915
H 4.4237 -0.8627 -1.7342
H 4.2950 -0.5657 -0.0055
H 3.4797 0.5073 -1.1451
H 2.5628 -2.1115 2.2104
H 4.0244 -1.9352 1.2434
H 3.3062 -3.5183 1.4628
H 1.4547 -4.6114 1.4049
H -0.2578 -4.4332 1.0660
H 0.5521 -3.2898 2.1391
H -1.0135 -4.7309 -1.2598
H -1.7857 -3.2615 -1.8799
H -1.6763 -3.5061 -0.1579
C -2.6527 -1.2461 1.8183
C -2.4189 -0.4324 0.5770
N -1.9299 0.8268 0.7241
N -2.4310 1.7993 -0.0850
C -1.6378 2.6098 -0.6763
S 0.0884 2.4228 -0.7282
S -2.2970 3.9939 -1.5088
C -4.0964 3.8278 -1.1440
C -4.4197 4.2455 0.2513
C -4.7275 3.3021 1.2227
C -5.0144 3.7012 2.5160
C -4.9979 5.0445 2.8516
C -4.6939 5.9900 1.8865
C -4.4058 5.5932 0.5945
C -3.0479 -0.7698 -0.6997
C -4.3302 -1.2802 -0.8712
C -4.8635 -1.4271 -2.1391
C -4.1306 -1.0318 -3.2481
C -2.8443 -0.5396 -3.1079
C -2.2660 -0.4431 -1.8423
O -1.0075 -0.0767 -1.6502
H -2.3790 -0.6666 2.7003
H -2.0638 -2.1660 1.8168
H -3.7079 -1.5169 1.8821
H -4.3545 2.7874 -1.3324
H -4.5686 4.4783 -1.8800
H -4.7315 2.2544 0.9627
H -5.2506 2.9619 3.2666
H -5.2219 5.3547 3.8618
H -4.6804 7.0391 2.1430
H -4.1593 6.3282 -0.1581
H -4.9241 -1.5281 -0.0040
H -5.8627 -1.8199 -2.2586
H -4.5643 -1.1112 -4.2337
H -2.2809 -0.2182 -3.9725
O 1.9164 0.8974 0.9699
C 1.5831 0.8897 2.3658
C 0.4415 -0.1550 2.4942
O -0.1195 -0.3539 3.5516
O 0.1977 -0.7819 1.4053
C 1.1240 2.2723 2.7980
C -0.2143 2.6179 2.9257
C -0.5604 3.8880 3.3582
C 0.4185 4.8279 3.6309
C 1.7509 4.5042 3.4460
C 2.1012 3.2361 3.0266
C 2.7571 0.4514 3.2290
C 4.0566 0.4851 2.7340
C 5.1195 0.0651 3.5158
C 4.9006 -0.3622 4.8125
C 3.6134 -0.3595 5.3224
C 2.5464 0.0472 4.5429
H 2.3352 1.7506 0.7774
H -0.9947 1.9012 2.7048
H -1.6012 4.1418 3.4933
H 0.1461 5.8083 3.9937
H 2.5216 5.2336 3.6442
H 3.1445 2.9895 2.8918
H 4.2427 0.8320 1.7276
H 6.1200 0.0792 3.1057
H 5.7208 -0.6912 5.4317
H 3.4271 -0.6766 6.3363
H 1.5478 0.0373 4.9522

The HOMO-LUMO gap (alpha / beta) is 7.7 / 6.8 eV. The calculation puts the HOMO energy (alpha / beta) at -7.555 / -7.945 eV. As for the spin multiplicity: 2. Its LUMO energy (alpha / beta) is 0.132 / -1.130 eV.

Results of the Löwdin charge analysis, in e, for atoms 1 through 2: number 1, Ti, carries 0.910; number 2, C, carries -0.023

(2)
Computed, not measured: C42H43N2O4S2Ti as an isolated structure, with ωB97M-V/def2-TZVPD.

Geometry (Å):
Ti 0.2960 -0.2451 0.2321
C 0.5543 3.7995 2.4993
C 0.2496 3.6001 1.0321
C -1.0768 3.4119 0.6148
C -2.1720 3.2688 1.6524
C -1.3809 3.3765 -0.7509
C -2.8053 3.2523 -1.2366
C -0.3585 3.5259 -1.6961
C -0.6858 3.5682 -3.1704
C 0.9695 3.6225 -1.2809
C 2.0632 3.7583 -2.3124
C 1.2789 3.6248 0.0839
C 2.7270 3.6140 0.5146
H 0.6763 2.8462 3.0196
H -0.2438 4.3520 2.9923
H 1.4631 4.3796 2.6382
H -2.7638 4.1832 1.7501
H -1.7675 3.0225 2.6293
H -2.8839 2.4773 1.4045
H -3.4844 2.8774 -0.4738
H -2.8774 2.5825 -2.0916
H -3.1971 4.2252 -1.5465
H -0.5454 2.5870 -3.6351
H -0.0420 4.2729 -3.6943
H -1.7145 3.8721 -3.3486
H 2.1922 4.8064 -2.6010
H 1.8381 3.1893 -3.2114
H 3.0197 3.4009 -1.9425
H 3.2669 2.8316 -0.0222
H 2.8346 3.3998 1.5737
H 3.2313 4.5611 0.3058
C 3.9352 -1.6216 2.4319
C 2.5500 -1.1691 2.0595
N 2.2272 -0.9165 0.8303
N 3.2526 -1.1059 -0.1067
C 2.9891 -0.6020 -1.2609
S 1.5886 0.3449 -1.6942
S 4.1315 -0.7892 -2.5616
C 5.3166 -1.9559 -1.8417
C 4.7790 -3.3443 -1.6172
C 4.9684 -3.9725 -0.3944
C 4.4985 -5.2605 -0.1795
C 3.8270 -5.9318 -1.1894
C 3.6376 -5.3116 -2.4175
C 4.1132 -4.0281 -2.6297
C 1.5569 -1.0066 3.1442
C 1.7275 -1.7207 4.3428
C 0.8668 -1.5843 5.4071
C -0.1951 -0.6824 5.3116
C -0.3880 0.0349 4.1539
C 0.4614 -0.1272 3.0476
O 0.2033 0.5741 1.9468
H 4.6663 -1.1845 1.7573
H 4.0068 -2.7067 2.3273
H 4.1625 -1.3526 3.4585
H 5.7243 -1.5374 -0.9238
H 6.1120 -1.9664 -2.5918
H 5.4868 -3.4439 0.3971
H 4.6509 -5.7373 0.7808
H 3.4492 -6.9316 -1.0206
H 3.1108 -5.8275 -3.2097
H 3.9457 -3.5384 -3.5814
H 2.5499 -2.4179 4.4225
H 1.0184 -2.1668 6.3049
H -0.8719 -0.5473 6.1456
H -1.2023 0.7429 4.0565
O -1.7554 0.1747 -0.2251
C -2.5412 -0.9249 -0.7733
C -1.4891 -2.0435 -1.0692
O -1.7317 -2.8869 -1.8878
O -0.4215 -1.9480 -0.3069
C -3.2202 -0.4061 -2.0211
C -2.4864 -0.2764 -3.1972
C -3.0476 0.3403 -4.3032
C -4.3479 0.8255 -4.2481
C -5.0839 0.6943 -3.0814
C -4.5195 0.0844 -1.9698
C -3.4704 -1.4881 0.2900
C -4.4300 -2.4273 -0.0822
C -5.2537 -2.9959 0.8728
C -5.1269 -2.6393 2.2104
C -4.1613 -1.7221 2.5869
C -3.3282 -1.1523 1.6309
H -2.3040 0.8349 0.2168
H -1.4730 -0.6574 -3.2481
H -2.4694 0.4383 -5.2127
H -4.7857 1.3029 -5.1153
H -6.0969 1.0721 -3.0312
H -5.0964 -0.0095 -1.0584
H -4.5134 -2.7140 -1.1226
H -5.9958 -3.7247 0.5743
H -5.7727 -3.0849 2.9554
H -4.0414 -1.4533 3.6283
H -2.5548 -0.4662 1.9530

The HOMO-LUMO gap (alpha / beta) is 8.1 / 8.1 eV. The calculation puts the HOMO energy (alpha / beta) at -8.151 / -8.192 eV. As for the spin multiplicity: 2. Its LUMO energy (alpha / beta) is -0.062 / -0.062 eV.

Results of the Löwdin charge analysis, in e, for atoms 1 through 2: number 1, Ti, carries 0.908; number 2, C, carries -0.040

Relative energies, kcal/mol: (1) 65.1; (2) 0.0.

(1)
Computed, not measured: CH3ClN2O2 in the gas phase, with ωB97M-V/def2-TZVPD.

Geometry (Å):
C -0.3531 0.7000 0.8155
N 0.3073 0.1166 -0.2883
N -0.1485 -0.8492 -1.1348
O -1.3324 -0.8409 -1.1644
O 0.6302 -1.4221 -1.8074
Cl 2.2359 -0.2758 0.3089
H -1.2383 1.0240 0.4750
H -0.1720 -0.0532 1.6681
H 0.0710 1.6006 1.1273

The HOMO-LUMO gap is 9.1 eV. The calculation puts the HOMO energy at -10.873 eV. As for the spin multiplicity: 1. Its SMILES is CN(Cl)[N+](=O)[O-]. Its LUMO energy is -1.820 eV.

Results of the Löwdin charge analysis, in e, for atoms 1 through 2: number 1, C, carries -0.127; number 2, N, carries -0.232

(2)
Computed, not measured: CH3ClN2O2 in the gas phase, with ωB97M-V/def2-TZVPD.

Geometry (Å):
C -0.4377 -0.0487 0.5154
N 0.4346 1.2825 0.5743
N -0.2330 -0.9011 -0.7136
O -0.0424 -0.3100 -1.7679
O -0.2964 -2.0900 -0.4487
Cl 2.1040 0.6959 0.3476
H -0.1864 -0.6778 1.2740
H -1.4692 0.2250 0.4818
H 0.1266 1.8242 -0.2628

The HOMO-LUMO gap is 10.3 eV. The calculation puts the HOMO energy at -10.497 eV. As for the spin multiplicity: 1. Its SMILES is O=[N+]([O-])CNCl. Its LUMO energy is -0.236 eV.

Results of the Löwdin charge analysis, in e, for atoms 1 through 2: number 1, C, carries -0.139; number 2, N, carries -0.374

(3)
Computed, not measured: a 2-piece molecular cluster, CH3ClN2O2 overall, with ωB97M-V/def2-TZVPD.

Geometry (Å):
C -1.6856 -0.6585 0.2054
N 1.4640 0.2469 -0.6934
N 1.1131 0.3392 0.6831
O -1.8266 -1.7637 0.5661
O -0.1055 0.7101 0.8881
Cl -2.8730 0.3358 -0.6763
H 0.7170 -0.0878 -1.1666
H 1.6173 1.1889 -1.0933
H 1.5793 -0.3107 1.2868

The HOMO-LUMO gap (alpha / beta) is 8.4 / 8.5 eV. The calculation puts the HOMO energy (alpha / beta) at -8.775 / -9.324 eV. As for the spin multiplicity: 1. Its LUMO energy (alpha / beta) is -0.342 / -0.796 eV.

Results of the Löwdin charge analysis, in e, for atoms 1 through 2: number 1, C, carries -0.631; number 2, N, carries 0.059

Relative energies, kcal/mol: (1) 41.8; (2) 0.0; (3) 10.1.

(1)
Computed, not measured: CH3ClN2O2 in the gas phase, with ωB97M-V/def2-TZVPD.

Geometry (Å):
C 1.1151 -0.3049 -0.6411
N -0.8354 -0.1704 0.7947
N -0.1966 0.1992 -0.2059
O -0.6399 1.3882 -0.9924
O -1.9768 0.4704 1.0312
Cl 2.3885 -0.3742 0.6429
H 0.9378 -1.4338 -0.9453
H 1.5203 0.2912 -1.4891
H -2.3130 -0.0657 1.8050

The HOMO-LUMO gap (alpha / beta) is 9.4 / 9.4 eV. The calculation puts the HOMO energy (alpha / beta) at -9.544 / -9.542 eV. As for the spin multiplicity: 1. Its SMILES is [O-]/[N+](CCl)=N\O. Its LUMO energy (alpha / beta) is -0.134 / -0.135 eV.

Results of the Löwdin charge analysis, in e, for atoms 1 through 2: number 1, C, carries -0.507; number 2, N, carries 0.002

(2)
Computed, not measured: a 2-piece molecular cluster, CH3ClN2O2 overall, with ωB97M-V/def2-TZVPD.

Geometry (Å):
C 1.5299 -0.5516 -0.0685
N 1.5474 -0.2294 1.0884
N -1.3893 -0.0288 0.0266
O 1.3875 -0.6766 -1.2099
O -1.2877 0.2629 -1.3163
Cl -1.0989 1.5095 0.9597
H -2.3259 -0.3718 0.3290
H 2.0834 -0.0499 1.8946
H -0.4464 0.1357 -1.7036

The HOMO-LUMO gap is 10.2 eV. The calculation puts the HOMO energy at -9.556 eV. As for the spin multiplicity: 1. Its SMILES is N=C=O.ONCl. Its LUMO energy is 0.622 eV.

Results of the Löwdin charge analysis, in e, for atoms 1 through 2: number 1, C, carries -0.429; number 2, N, carries 0.198

(3)
Computed, not measured: CH3ClN2O2 as an isolated structure, with ωB97M-V/def2-TZVPD.

Geometry (Å):
C 1.1033 -0.4060 -0.2087
N -1.1758 0.9983 -0.9379
N 0.3516 -0.8463 0.8188
O -0.1828 -0.0046 1.5626
O -0.0117 -2.0470 0.7797
Cl -1.8458 0.9182 0.5204
H 1.0787 -1.0609 -1.0775
H 1.4611 0.6239 -0.4070
H -0.7786 1.8244 -1.0503

The HOMO-LUMO gap (alpha / beta) is 8.6 / 7.2 eV. The calculation puts the HOMO energy (alpha / beta) at -9.970 / -9.313 eV. As for the spin multiplicity: 1. Its LUMO energy (alpha / beta) is -1.400 / -2.100 eV.

Results of the Löwdin charge analysis, in e, for atoms 1 through 2: number 1, C, carries 0.120; number 2, N, carries -0.362

Relative energies, kcal/mol: (1) 54.7; (2) 0.0; (3) 126.6.

(1)
Computed, not measured: an isolated ion of composition C3H8NO and charge -1, with ωB97M-V/def2-TZVPD.

Geometry (Å):
C 0.1827 -1.3398 0.5167
C -1.0072 -0.5731 -0.2933
C -0.3182 0.6838 -1.1066
O 0.1193 1.7219 -0.3499
N 1.0295 -0.3644 1.1095
H 0.7444 -1.8342 -0.3202
H -0.4299 -1.8580 1.2956
H -1.5737 -1.0315 -1.1294
H -1.5805 -0.0111 0.3805
H -1.1258 1.0130 -1.8341
H 0.4661 0.0642 -1.7131
H 1.0972 0.6041 0.7701
H 0.5355 -0.1539 2.0031

The HOMO-LUMO gap is 6.9 eV. The calculation puts the HOMO energy at -2.323 eV. Its charge is -1. As for the spin multiplicity: 1. Its SMILES is NCCC[O-]. Its LUMO energy is 4.550 eV.

Results of the Löwdin charge analysis, in e, for atoms 1 through 2: number 1, C, carries -0.337; number 2, C, carries -0.207

(2)
Computed, not measured: a 2-piece molecular cluster, C3H8NO overall, with ωB97M-V/def2-TZVPD.

Geometry (Å):
C 0.3493 -1.9366 -1.2798
O -0.8799 -1.9211 -0.6560
H 0.6069 -0.9125 -1.5897
H 1.2173 -2.3440 -0.7652
H 0.2593 -2.6949 -2.1532
C -0.7270 1.9912 0.2797
C 0.5035 0.3024 1.4597
N 0.5111 1.5096 1.0244
H -1.5562 2.5898 0.8188
H -1.1440 1.2142 -0.2368
H -0.3976 2.7975 -0.3540
H 0.8613 0.0386 2.4990
H 0.3962 -0.6342 0.9533

The HOMO-LUMO gap is 6.0 eV. The calculation puts the HOMO energy at -2.015 eV. Its charge is -1. As for the spin multiplicity: 1. Its LUMO energy is 3.938 eV.

Results of the Löwdin charge analysis, in e, for atoms 1 through 2: number 1, C, carries -0.502; number 2, O, carries -0.489

(3)
Computed, not measured: C3H8NO as an isolated structure, with ωB97M-V/def2-TZVPD.

Geometry (Å):
C 0.4938 0.2496 0.8702
C -0.2925 0.7902 -0.2918
C -1.6240 0.2421 -0.5075
O -2.4717 0.5327 -1.3445
N 1.9064 0.6933 1.2926
H 1.0326 -0.6612 0.5548
H -0.1975 -0.0515 1.6753
H 0.0710 1.6691 -0.7837
H -0.4791 -0.1972 -1.0327
H -1.8525 -0.4811 0.2898
H 0.4742 -2.1154 -0.3705
H 2.1833 1.4910 0.7159
H 0.7560 -2.1616 -1.0678

The HOMO-LUMO gap is 5.2 eV. The calculation puts the HOMO energy at -1.175 eV. Its charge is -1. As for the spin multiplicity: 1. Its LUMO energy is 4.062 eV.

Results of the Löwdin charge analysis, in e, for atoms 1 through 2: number 1, C, carries -0.484; number 2, C, carries -0.110

(4)
Computed, not measured: a 2-piece molecular cluster, C3H8NO overall, with ωB97M-V/def2-TZVPD.

Geometry (Å):
C -1.2402 0.2222 -0.4622
C 0.0939 0.0374 0.3859
C 1.3693 0.3357 -0.2876
O 2.3290 -0.2588 0.4539
N -2.4424 -0.0743 0.3211
H -1.1789 -0.6764 -1.1156
H -1.2971 1.1800 -1.0339
H 0.0164 0.4958 1.3888
H 0.2126 -1.0568 0.5478
H 1.4824 1.3686 -0.4321
H 1.2763 -0.0442 -1.4125
H -2.7202 -1.0214 0.0326
H -0.6647 -1.2275 -1.6712

The HOMO-LUMO gap is 4.8 eV. The calculation puts the HOMO energy at -2.538 eV. Its charge is -1. As for the spin multiplicity: 1. Its LUMO energy is 2.247 eV.

Results of the Löwdin charge analysis, in e, for atoms 1 through 2: number 1, C, carries -0.364; number 2, C, carries -0.240

Relative energies, kcal/mol: (1) 0.0; (2) 44.2; (3) 82.1; (4) 120.2.